Record 1
{
  "formula": "C23H27BN9O5PmS6Sb",
  "method": "wB97M-V/def2-TZVPD",
  "species": ["Pm", "C", "C", "N", "N", "C", "B", "N", "C", "C", "C", "N", "N", "C", "C", "C", "N", "N", "C", "C", "C", "N", "H", "H", "H", "H", "H", "H", "H", "H", "H", "H", "H", "H", "C", "C", "C", "C", "C", "C", "C", "S", "O", "O", "N", "C", "C", "O", "O", "H", "H", "H", "H", "H", "H", "H", "H", "H", "S", "Sb", "S", "S", "S", "C", "S", "C", "O", "H", "H", "H", "H", "H", "H"],
  "coordinates": [[-0.31444, -1.03697, -0.38252], [3.08911, -2.09158, 2.55987], [2.75297, -1.62402, 1.28443], [1.64169, -0.90203, 1.32655], [1.24465, -0.88360, 2.61174], [2.09114, -1.60056, 3.37383], [-0.03250, -0.14964, 3.09869], [-1.22718, -1.10447, 2.91250], [-2.28611, -1.39994, 3.68504], [-3.04171, -2.35269, 3.03408], [-2.36356, -2.58005, 1.83514], [-1.27608, -1.82212, 1.76462], [-0.21815, 1.14870, 2.27520], [-0.59703, 2.34859, 2.75726], [-0.60111, 3.25360, 1.72213], [-0.21955, 2.50337, 0.60679], [0.00312, 1.23590, 0.93850], [0.23449, 0.23577, 4.56533], [1.17515, 1.13188, 4.94706], [1.21769, 1.14682, 6.32062], [0.25248, 0.19692, 6.69970], [-0.32474, -0.34705, 5.64137], [3.93069, -2.70061, 2.84134], [3.25747, -1.78349, 0.34674], [1.92003, -1.72881, 4.43056], [-2.42044, -0.92023, 4.63421], [-3.96105, -2.80468, 3.36341], [-2.60324, -3.24577, 1.02183], [-0.87275, 2.47146, 3.79042], [-0.87526, 4.29353, 1.74141], [-0.09196, 2.85449, -0.40635], [1.74854, 1.68276, 4.21989], [1.84427, 1.75210, 6.95363], [-0.04566, -0.11725, 7.68801], [2.31201, 5.18628, -3.43528], [2.07084, 3.70452, -3.35316], [2.24461, 3.03281, -2.14612], [1.97287, 1.68047, -2.03773], [1.53155, 0.98849, -3.15703], [1.35956, 1.63511, -4.36740], [1.63383, 2.98982, -4.46210], [1.01206, -0.70835, -2.98061], [-0.39573, -0.49052, -2.52239], [1.08920, -1.36441, -4.26645], [1.83402, -1.29381, -1.81036], [2.28901, -2.67927, -1.95247], [1.50524, -3.66520, -1.04604], [1.87450, -4.83838, -1.05749], [0.55039, -3.16015, -0.37104], [3.15886, 5.47322, -2.81073], [1.42363, 5.71576, -3.08267], [2.50401, 5.49601, -4.46273], [2.57196, 3.58413, -1.27185], [2.08227, 1.15982, -1.09316], [0.98574, 1.07383, -5.21475], [1.47840, 3.50790, -5.40061], [3.35159, -2.75301, -1.71058], [2.16868, -3.02706, -2.98083], [-1.96634, 4.17623, -2.47828], [-2.09910, 1.85274, -2.44957], [-2.88624, 0.23350, -0.22093], [-3.50849, 1.01042, 1.50417], [-3.63361, 1.23654, -4.05554], [-4.37646, -2.36773, -2.37024], [-2.70813, -1.66501, -2.43713], [-2.18372, -2.60202, -3.89992], [-2.01623, -2.38867, -1.30290], [-4.28559, -3.45333, -2.36865], [-4.95775, -1.99677, -3.21174], [-4.80272, -2.01820, -1.43137], [-2.89856, -2.45647, -4.70668], [-2.11069, -3.64440, -3.59116], [-1.20646, -2.22516, -4.18952]],
  "forces_ev_per_angstrom": [[0.8, -0.2, 2.5], [0.0, 0.0, 0.0], [0.0, 0.0, 0.1], [0.2, -0.3, -0.1], [0.1, 0.1, 0.1], [0.0, -0.1, 0.0], [0.0, -0.1, -0.4], [-0.1, -0.2, 0.3], [0.0, 0.0, -0.1], [0.0, -0.1, 0.0], [0.1, 0.0, 0.1], [-0.2, -0.1, 0.5], [0.2, 0.1, 0.2], [0.0, 0.1, -0.1], [0.0, 0.0, 0.0], [0.1, 0.0, 0.0], [-0.2, 0.2, 0.1], [0.0, 0.2, 0.1], [0.0, 0.0, 0.0], [0.0, 0.0, 0.0], [0.0, 0.0, -0.1], [-0.2, -0.2, 0.1], [0.0, 0.0, 0.0], [0.0, 0.0, 0.0], [0.0, 0.1, 0.0], [0.0, 0.0, 0.1], [0.0, 0.0, 0.0], [0.0, 0.1, -0.1], [0.0, 0.0, 0.0], [0.0, 0.0, 0.0], [-0.1, -0.1, 0.0], [0.0, 0.0, 0.0], [0.0, 0.0, 0.0], [0.0, 0.0, 0.0], [-0.1, -0.1, 0.0], [0.1, 0.0, 0.0], [0.0, 0.0, 0.0], [0.0, -0.1, 0.0], [0.1, -0.2, 0.1], [-0.1, -0.2, -0.1], [0.0, 0.0, 0.1], [1.1, 0.7, -0.9], [0.5, -0.1, -1.6], [-0.1, 0.0, 0.1], [-0.4, 0.0, -0.4], [-0.2, -0.1, 0.1], [0.5, -0.1, -0.2], [-0.1, 0.1, 0.0], [-0.1, -0.3, 0.0], [0.0, 0.1, 0.0], [0.0, 0.0, 0.0], [0.0, 0.0, 0.0], [0.0, 0.0, 0.0], [0.1, 0.1, 0.0], [0.0, 0.0, 0.0], [0.0, 0.0, 0.0], [0.0, 0.0, 0.1], [0.1, -0.1, 0.0], [0.0, -0.4, 0.2], [-0.4, 1.3, -0.7], [-0.9, 0.5, 0.5], [0.0, 0.0, -0.1], [0.1, -0.1, 0.0], [0.3, 0.3, 0.1], [-1.3, -0.7, -1.1], [0.1, 0.3, 0.3], [0.2, -0.7, 0.2], [0.0, 0.0, 0.0], [0.0, 0.0, 0.0], [0.0, 0.0, 0.0], [0.0, 0.1, 0.0], [-0.1, 0.0, 0.0], [0.0, 0.0, -0.1]],
  "mol_weight_da": 979.5,
  "e_above_lowest_kj_mol": 38.8,
  "energy_ha": -5024.6105,
  "multiplicity": 6,
  "charge": -2,
  "s_squared": 8.785
}

=====

Record 2
{
  "formula": "C11H36O7",
  "method": "wB97M-V/def2-TZVPD",
  "species": ["C", "C", "C", "O", "H", "H", "H", "H", "H", "H", "H", "H", "C", "C", "O", "H", "H", "H", "H", "H", "H", "C", "C", "O", "H", "H", "H", "H", "H", "H", "C", "O", "H", "H", "H", "H", "C", "O", "H", "H", "H", "H", "C", "O", "H", "H", "H", "H", "C", "O", "H", "H", "H", "H"],
  "coordinates": [[0.18255, 0.80921, -0.66995], [0.48634, -0.43951, 0.13539], [1.61030, -0.15331, 1.13782], [-0.69348, -0.77971, 0.78130], [-0.53201, 1.54641, -0.30384], [-0.12491, 0.56257, -1.68618], [1.09100, 1.37884, -0.86570], [0.79562, -1.20963, -0.57127], [1.87593, -1.13335, 1.53413], [1.47911, 0.65154, 1.86107], [2.44939, 0.28084, 0.59419], [-1.04737, 0.01648, 1.18434], [-3.35804, -0.56493, 1.07403], [-2.64878, 0.78003, 0.96351], [-1.54680, 0.88783, 1.84179], [-2.88448, -1.48276, 0.72559], [-4.22063, -0.42418, 0.42270], [-3.79862, -0.68620, 2.06362], [-3.40082, 1.55149, 1.12900], [-2.30325, 0.99352, -0.04799], [-1.88609, 1.18489, 2.68929], [0.49990, -1.14684, 3.10045], [-0.44957, -2.26575, 2.77679], [-0.07623, -3.48157, 3.46446], [1.47747, -1.24095, 2.62759], [0.58377, -0.89224, 4.15697], [0.26263, -0.16245, 2.69700], [-0.39444, -2.46995, 1.70751], [-1.49485, -2.05087, 2.99890], [0.33170, -4.02027, 2.78256], [-1.68073, 1.97340, -1.84382], [-2.89364, 2.08788, -0.99401], [-1.50485, 0.94180, -2.14872], [-1.77616, 2.63978, -2.70110], [-0.91734, 2.36645, -1.17238], [-3.58678, 1.49811, -1.29951], [-0.32607, -2.26270, -1.49970], [-0.52734, -3.34992, -2.43602], [-0.42034, -2.61346, -0.47199], [0.67716, -1.94794, -1.78703], [-1.01910, -1.46252, -1.75955], [-0.02005, -4.10742, -2.13527], [3.84532, -0.15404, -0.74494], [4.54834, 1.04913, -0.29469], [3.63253, -0.73476, 0.15261], [2.89228, 0.15762, -1.17237], [4.61469, -0.65291, -1.33425], [4.68942, 1.65733, -1.02393], [1.49014, 2.56817, -2.44200], [0.29530, 3.32357, -2.60644], [2.11607, 2.98808, -1.65461], [1.19459, 1.55683, -2.16281], [1.99146, 2.53730, -3.40938], [0.41977, 3.90099, -3.36320]],
  "forces_ev_per_angstrom": [[2.3, -0.9, 0.5], [0.2, 2.6, 1.0], [1.8, 1.2, -2.8], [1.1, -3.4, -3.1], [1.1, -1.8, 1.5], [0.4, -0.5, 0.7], [-0.4, -0.6, 1.8], [0.5, 1.0, 1.5], [1.2, 1.1, -1.4], [-0.5, -0.5, 0.1], [-0.7, -0.2, 0.3], [1.5, -1.2, 0.2], [-1.2, 0.4, -0.3], [-1.3, -1.4, 0.0], [-2.1, 4.4, 2.8], [0.4, 0.4, 0.3], [-0.4, -0.2, -0.1], [0.2, -0.2, 0.2], [0.3, 0.2, 0.5], [0.1, -1.2, 1.8], [0.3, -0.2, 0.4], [-0.3, 0.8, 1.9], [0.5, -0.9, 0.0], [-0.1, 0.1, 0.0], [-1.1, -1.2, 2.9], [0.1, -0.8, 0.5], [-0.9, -0.9, 0.4], [-0.2, -0.1, 0.4], [0.0, 0.1, 0.1], [0.0, -0.2, 0.3], [-3.3, 2.0, -0.5], [0.0, 1.8, -3.1], [-0.7, 0.6, -0.1], [-0.3, -0.3, 0.0], [-1.2, 0.6, -1.8], [-0.1, 0.0, -0.4], [0.3, -2.2, -2.4], [-0.9, 0.0, 0.1], [-0.1, 0.3, -0.2], [-0.1, 0.0, 0.1], [-0.1, -0.3, 0.3], [0.0, 0.0, 0.0], [2.1, 1.1, 0.3], [-0.6, -0.4, 0.6], [0.5, -0.1, -0.5], [0.3, -0.6, -0.7], [-0.8, -0.5, -0.7], [-0.1, -0.2, -0.2], [0.1, 0.2, -1.5], [0.6, 0.6, -0.2], [0.2, 0.1, 0.0], [0.8, 1.0, -1.5], [0.5, 0.0, 0.1], [0.0, 0.1, 0.1]],
  "mol_weight_da": 280.4,
  "e_above_lowest_kj_mol": 1103.8,
  "energy_ha": -966.8921,
  "multiplicity": 1
}

=====

Record 3
{
  "formula": "C10H13O2",
  "method": "wB97M-V/def2-TZVPD",
  "species": ["C", "C", "C", "O", "O", "H", "H", "H", "H", "H", "C", "C", "C", "C", "C", "C", "C", "H", "H", "H", "H", "H", "H", "H", "H"],
  "coordinates": [[-0.67750, 1.85042, -1.03868], [-0.97064, 2.59584, 0.24801], [0.80737, 1.91865, -1.50183], [1.69410, 1.73073, -0.62681], [0.97686, 2.09856, -2.72381], [-0.93722, 0.79538, -1.01789], [-1.18635, 2.39189, -1.84190], [-0.30675, 2.29718, 1.06610], [-2.00355, 2.49804, 0.57826], [-0.60702, 3.62496, 0.15089], [-0.45581, -2.90618, -1.12661], [0.81328, -0.39924, 1.37926], [0.56183, -1.01100, 0.15481], [0.05159, -0.72819, 2.49837], [-0.43439, -1.98590, 0.06531], [-0.97137, -1.65939, 2.40448], [-1.25735, -2.21815, 1.16250], [1.43586, 0.47852, 1.45335], [1.11158, -0.54339, -0.65470], [0.15366, -0.21818, 3.44926], [-1.63375, -1.81771, 3.25001], [0.36783, -3.62217, -1.06210], [-0.49529, -2.41463, -2.09871], [-1.90100, -3.08998, 1.09180], [-1.34772, -3.54929, -1.06392]],
  "forces_ev_per_angstrom": [[0.5, 1.0, -0.5], [1.2, -0.1, 0.6], [0.3, -0.2, 0.2], [-0.2, 0.1, 0.1], [0.0, 0.0, -0.2], [-0.4, 0.0, 0.1], [-0.4, -0.6, 0.0], [-0.2, -0.6, 0.0], [-0.1, 0.3, 0.0], [-0.8, 0.2, -0.3], [-1.1, -0.6, 0.2], [-0.9, 0.3, 0.4], [0.1, 0.8, 0.8], [-0.4, -0.3, 0.2], [0.8, 0.1, -0.3], [-0.5, 0.7, -0.4], [0.9, -1.3, 0.2], [0.5, -0.1, -0.4], [0.0, -0.6, -0.4], [0.4, 0.1, -0.1], [0.1, -0.2, 0.0], [0.2, 0.3, -0.2], [0.3, 0.1, 0.1], [-0.5, 0.3, 0.0], [0.0, 0.2, -0.1]],
  "mol_weight_da": 165.2,
  "e_above_lowest_kj_mol": 44.3,
  "energy_ha": -539.3752,
  "multiplicity": 1,
  "charge": -1
}

=====

Record 4
{
  "formula": "C8H19N2O10PS2",
  "method": "wB97M-V/def2-TZVPD",
  "species": ["C", "N", "C", "C", "O", "C", "O", "P", "N", "H", "H", "H", "H", "H", "H", "H", "H", "H", "H", "H", "O", "S", "O", "O", "C", "C", "O", "H", "H", "H", "H", "O", "S", "O", "O", "C", "C", "O", "H", "H", "H", "H"],
  "coordinates": [[-4.28029, -0.24268, -3.17321], [-3.54752, 0.95597, -2.74127], [-3.20710, 0.98854, -1.33026], [-1.77097, 0.58051, -1.06431], [-1.48931, -0.74504, -1.50536], [-1.20717, -0.88088, -2.81219], [-1.08279, -1.97951, -3.32022], [-1.41144, 0.61425, 0.75081], [0.02218, 1.13909, 1.13174], [-3.61781, -0.97958, -3.60048], [-5.00619, 0.03892, -3.91927], [-4.82454, -0.70809, -2.35708], [-4.13348, 1.74614, -2.94234], [-3.30165, 2.00540, -0.97054], [-3.87407, 0.37284, -0.72580], [-1.08905, 1.30115, -1.49482], [-1.04637, 0.03893, -3.37314], [-1.64414, -0.72586, 1.10458], [-2.47613, 1.34862, 1.29950], [-0.09476, 1.95219, 1.72318], [0.97393, 5.56280, 3.65815], [1.49485, 4.47501, 4.40135], [1.09548, 4.24051, 5.73840], [3.09082, 4.52722, 4.31357], [3.60576, 3.29716, 3.77888], [2.50783, 2.80206, 2.86247], [1.29985, 3.12029, 3.57515], [3.78832, 2.60525, 4.60255], [4.53366, 3.49765, 3.25234], [2.54644, 1.73257, 2.68227], [2.50014, 3.33336, 1.90954], [4.14708, -3.41437, -0.05289], [3.07516, -4.33895, -0.00931], [3.03355, -5.37194, 0.95715], [2.89413, -4.96137, -1.47299], [1.55750, -4.74339, -1.95051], [1.13343, -3.45356, -1.28400], [1.68529, -3.55080, 0.03894], [0.93221, -5.58243, -1.64095], [1.56808, -4.67161, -3.03347], [0.05561, -3.34350, -1.22406], [1.56349, -2.58285, -1.78211]],
  "forces_ev_per_angstrom": [[0.2, 0.3, 0.2], [-0.3, -0.3, 0.0], [0.2, -0.1, -0.2], [-0.4, 0.0, 0.8], [-0.1, 0.0, -0.4], [0.6, -2.0, -0.8], [-0.2, 1.4, 0.8], [1.2, 0.2, 0.2], [-0.6, 0.0, -0.1], [0.2, -0.3, -0.2], [-0.2, 0.0, -0.4], [-0.1, -0.1, 0.3], [0.0, 0.3, -0.1], [-0.1, 0.3, 0.1], [-0.2, -0.2, 0.1], [0.3, 0.1, -0.3], [-0.1, 0.3, 0.1], [-0.3, 0.0, -0.1], [-0.3, -0.2, -0.1], [0.3, 0.2, 0.1], [-0.1, 0.2, 0.0], [0.3, -0.2, -0.2], [-0.2, 0.0, 0.2], [-0.1, 0.0, -0.1], [0.0, -0.2, 0.1], [0.1, 0.1, -0.3], [0.0, 0.0, 0.2], [0.0, 0.0, 0.0], [0.0, 0.2, 0.0], [-0.2, 0.0, 0.1], [0.0, 0.0, 0.0], [0.2, 0.0, 0.0], [-0.3, 0.1, -0.3], [0.0, -0.1, 0.2], [0.0, 0.2, 0.0], [-0.2, -0.1, 0.1], [0.0, 0.2, -0.2], [0.0, -0.2, 0.0], [0.0, 0.0, 0.0], [0.2, 0.0, 0.0], [0.0, 0.0, 0.2], [0.0, 0.0, 0.0]],
  "mol_weight_da": 398.4,
  "e_above_lowest_kj_mol": 21.7,
  "energy_ha": -2315.7610,
  "multiplicity": 1
}

=====

Record 5
{
  "formula": "C2H4FNO",
  "method": "wB97M-V/def2-TZVPD",
  "species": ["O", "N", "C", "C", "F", "H", "H", "H", "H"],
  "coordinates": [[2.19474, -0.51896, -0.14691], [1.08483, 0.31394, -0.18794], [0.05195, -0.27065, 0.19766], [-1.34626, 0.31362, 0.01308], [-2.26330, -0.61395, -0.25862], [3.06759, 0.10646, -0.21760], [0.09215, -1.37630, 0.54631], [-1.63263, 0.96141, 0.82968], [-1.24906, 1.08443, -0.77565]],
  "forces_ev_per_angstrom": [[3.2, 1.8, 0.2], [0.7, 0.9, -0.5], [-1.5, -3.0, 0.5], [2.4, 2.7, -0.2], [-0.8, -1.0, -0.2], [-3.5, -2.0, 0.2], [0.0, 1.8, -0.5], [-0.3, -0.4, 0.9], [-0.3, -0.7, -0.3]],
  "mol_weight_da": 77.1,
  "e_above_lowest_kj_mol": 285.1,
  "energy_ha": -308.3743,
  "multiplicity": 1
}

=====

Record 6
{
  "formula": "Br3O2P",
  "method": "wB97M-V/def2-TZVPD",
  "species": ["O", "O", "P", "Br", "Br", "Br"],
  "coordinates": [[1.12952, -0.69567, 0.16381], [-0.74808, 0.99044, 0.31819], [0.02077, -0.13583, -0.54464], [-1.26624, 0.34498, 2.03254], [-1.91655, -1.87136, -1.29186], [0.57219, 1.10743, -2.22797]],
  "forces_ev_per_angstrom": [[1.2, -1.5, 0.4], [-0.8, -0.9, 0.7], [-2.5, 0.3, -0.6], [0.3, 0.5, -1.2], [2.2, 2.0, 0.8], [-0.4, -0.4, -0.1]],
  "mol_weight_da": 302.7,
  "e_above_lowest_kj_mol": 105.1,
  "energy_ha": -8213.8801,
  "multiplicity": 1
}